*1*
This record from OMol25 describes the molecule C6H9NO. The level of theory is the ωB97M-V functional and the def2-TZVPD basis.

HOMO level in eV: -8.62
Gap between HOMO and LUMO in eV: 9.406
Structure (SMILES): [H]/N=C\C[C@H]1C=COC1
LUMO energy in eV: 0.79

The geometry in XYZ format:
```
17
C6H9NO | OMol25 | the ωB97M-V functional and the def2-TZVPD basis
H 2.45 -1.08 0.33
N 2.15 -1.16 -0.56
C 1.52 -0.07 -0.82
C 1.13 0.70 0.18
C -0.38 0.65 0.65
C -1.18 0.89 -0.58
C -1.85 -0.26 -1.05
O -1.59 -1.28 -0.09
C -0.80 -0.90 0.94
H 0.96 -0.13 -1.60
H 1.19 1.94 0.21
H 1.82 0.33 1.03
H -0.52 1.41 1.49
H -1.65 1.92 -1.08
H -2.26 -0.69 -1.98
H -1.29 -1.02 2.03
H 0.28 -1.26 0.89
```


*2*
This record from OMol25 describes the molecule C6H9NO. The level of theory is the ωB97M-V functional and the def2-TZVPD basis.

HOMO level in eV: -10.38
Gap between HOMO and LUMO in eV: 11.178
Structure (SMILES): CC1(C)O[C@@]1(C)C#N
LUMO energy in eV: 0.79

The geometry in XYZ format:
```
17
C6H9NO | OMol25 | the ωB97M-V functional and the def2-TZVPD basis
C -1.82 0.11 0.56
C -0.52 0.51 -0.11
C -0.04 1.90 0.08
O -0.28 -0.01 -1.37
C 0.61 -0.50 -0.32
C 0.70 -1.97 -0.19
C 1.93 0.00 -0.35
N 3.04 0.24 -0.37
H -2.54 0.60 -0.06
H -1.79 0.42 1.52
H -1.89 -1.03 0.50
H -0.93 2.43 0.39
H 0.50 2.32 -0.71
H 0.68 2.08 0.90
H 0.84 -2.24 0.85
H 1.67 -2.37 -0.68
H -0.14 -2.48 -0.63
```


Which of them is the least stable? Correct choice: *1*.


*1*
This record from OMol25 describes the molecule C6H9NO. The level of theory is the ωB97M-V functional and the def2-TZVPD basis.

HOMO level in eV: -9.10
Gap between HOMO and LUMO in eV: 10.106
Structure (SMILES): C=C1OC=NC1(C)C
LUMO energy in eV: 1.01

The geometry in XYZ format:
```
17
C6H9NO | OMol25 | the ωB97M-V functional and the def2-TZVPD basis
C -0.26 -1.87 0.87
C 0.23 -0.67 0.79
O 1.16 -0.16 1.71
C 1.35 1.12 1.38
N 0.75 1.53 0.35
C -0.04 0.45 -0.21
C -1.52 0.78 -0.34
C 0.54 0.01 -1.60
H 0.09 -2.53 1.63
H -0.97 -2.43 0.19
H 2.19 1.51 1.89
H -1.73 1.71 -1.00
H -1.89 1.08 0.68
H -1.81 -0.16 -0.69
H -0.13 0.54 -2.37
H 0.41 -1.06 -1.69
H 1.62 0.14 -1.59
```


*2*
This record from OMol25 describes a structure of composition C6H9NO. The level of theory is the ωB97M-V functional and the def2-TZVPD basis.

HOMO level (alpha / beta) in eV: -8.30 / -8.30
Gap between HOMO and LUMO (alpha / beta) in eV: 7.709 / 7.710
LUMO energy (alpha / beta) in eV: -0.59 / -0.59

The geometry in XYZ format:
```
17
C6H9NO | OMol25 | the ωB97M-V functional and the def2-TZVPD basis
C -2.02 0.55 0.64
C 0.74 0.44 -1.70
N -0.46 -1.33 -0.57
C -2.18 -0.69 0.11
C 0.51 -0.44 -0.52
C 2.17 0.22 1.29
C 0.98 -0.04 0.78
O -2.90 -1.63 0.07
H -0.37 -2.06 0.13
H -2.77 0.90 1.34
H -0.03 0.21 1.33
H -1.52 1.32 0.07
H 1.75 0.25 -2.09
H 0.01 0.23 -2.48
H 0.69 1.50 -1.44
H 2.29 0.53 2.32
H 3.08 0.05 0.73
```


*3*
This record from OMol25 describes the molecule C6H9NO. The level of theory is the ωB97M-V functional and the def2-TZVPD basis.

HOMO level in eV: -8.91
Gap between HOMO and LUMO in eV: 9.990
Structure (SMILES): C1O[C@H]2CN[C@@H]3[C@H]1[C@@H]32
LUMO energy in eV: 1.08

The geometry in XYZ format:
```
17
C6H9NO | OMol25 | the ωB97M-V functional and the def2-TZVPD basis
C 2.03 -0.02 -0.35
O 1.38 -1.30 0.07
C 0.12 -0.86 0.05
C -1.29 -1.25 0.13
N -1.89 0.11 -0.39
C -0.71 1.09 -0.04
C 0.86 1.10 -0.04
C 0.05 0.42 0.93
H 2.37 0.09 -1.38
H 2.79 0.03 0.59
H 0.21 -0.38 -0.94
H -1.61 -1.51 1.13
H -1.66 -2.17 -0.38
H -2.14 0.12 -1.34
H -1.30 1.92 0.08
H 1.10 2.07 -0.09
H -0.30 0.53 1.98
```


*4*
This record from OMol25 describes a structure of composition C6H9NO. The level of theory is the ωB97M-V functional and the def2-TZVPD basis.

HOMO level in eV: -8.94
Gap between HOMO and LUMO in eV: 9.930
LUMO energy in eV: 0.99

The geometry in XYZ format:
```
17
C6H9NO | OMol25 | the ωB97M-V functional and the def2-TZVPD basis
C 1.39 -1.26 -0.88
C 0.53 -0.26 0.66
C -0.60 0.60 1.14
C -0.29 1.82 0.05
C -0.77 0.72 -0.97
C 0.08 -0.57 -0.78
H 2.54 -0.73 -0.76
H 1.78 -2.05 -1.55
H 1.81 -1.77 1.45
H 1.21 0.53 0.30
H -1.16 0.77 2.01
H -1.24 2.46 0.07
H 0.51 2.40 0.06
H -1.11 0.92 -1.99
H -0.56 -1.28 -0.76
N 1.01 -1.56 0.66
O -1.62 0.42 0.16
```


Which of them is the least stable? Correct choice: *4*.


*1*
This record from OMol25 describes the molecule C6H9NO. The level of theory is the ωB97M-V functional and the def2-TZVPD basis.

HOMO level (alpha / beta) in eV: -8.09 / -8.09
Gap between HOMO and LUMO (alpha / beta) in eV: 8.173 / 8.173
Structure (SMILES): C=C[C@H](N)C(C)=C=O
LUMO energy (alpha / beta) in eV: 0.08 / 0.08

The geometry in XYZ format:
```
17
C6H9NO | OMol25 | the ωB97M-V functional and the def2-TZVPD basis
C -2.30 0.18 0.86
C -1.28 0.88 0.36
C -0.18 0.07 -0.77
N -0.55 -1.13 -1.35
C 0.96 0.03 0.19
C 2.40 -0.03 -0.20
C 0.45 0.37 1.39
O 0.45 0.39 2.58
H -3.25 0.63 1.13
H -2.20 -0.88 1.06
H -1.40 1.95 0.20
H -0.15 0.88 -1.50
H -0.62 -1.93 -0.73
H -0.69 -1.24 -2.34
H 2.61 -0.93 -0.78
H 2.71 0.83 -0.80
H 3.03 -0.06 0.69
```


*2*
This record from OMol25 describes a cluster of 2 separate species, C6H9NO in total. The level of theory is the ωB97M-V functional and the def2-TZVPD basis.

HOMO level in eV: -7.70
Gap between HOMO and LUMO in eV: 5.599
LUMO energy in eV: -2.10

The geometry in XYZ format:
```
17
C6H9NO | OMol25 | the ωB97M-V functional and the def2-TZVPD basis
C 1.10 0.49 -1.31
C 0.45 1.57 -0.66
N -0.11 1.42 0.68
C -1.14 0.57 0.36
C -0.30 0.36 -1.51
C -0.11 -1.82 -0.02
C -0.79 -0.57 -0.39
H 1.86 0.46 -2.09
H 0.24 2.53 -1.10
H 0.44 0.96 1.46
H -1.04 0.79 -2.16
H 0.51 -1.69 0.89
H 0.50 -2.11 -0.88
H -2.11 0.81 0.79
H 0.94 -0.58 3.26
H -0.79 -2.65 0.18
O 0.35 -0.52 2.50
```


*3*
This record from OMol25 describes the molecule C6H9NO. The level of theory is the ωB97M-V functional and the def2-TZVPD basis.

HOMO level in eV: -8.20
Gap between HOMO and LUMO in eV: 8.356
LUMO energy in eV: 0.15

The geometry in XYZ format:
```
17
C6H9NO | OMol25 | the ωB97M-V functional and the def2-TZVPD basis
C 1.02 0.06 -0.14
C -1.46 0.40 -0.55
C 2.40 0.59 0.12
C -2.13 -0.02 0.75
C -0.09 0.99 -0.26
C 0.70 -2.37 -0.17
N 0.86 -1.20 -0.32
O 0.07 2.19 -0.09
H 0.70 -3.18 -0.86
H -2.05 1.18 -1.03
H -1.38 -0.45 -1.23
H 3.02 0.54 -0.77
H 2.31 1.63 0.43
H 2.89 0.02 0.91
H -1.55 -0.82 1.23
H -2.19 0.82 1.44
H -3.13 -0.39 0.56
```


*4*
This record from OMol25 describes a cluster of 2 separate species, C6H9NO in total. The level of theory is the ωB97M-V functional and the def2-TZVPD basis.

HOMO level in eV: -8.52
Gap between HOMO and LUMO in eV: 8.040
LUMO energy in eV: -0.48

The geometry in XYZ format:
```
17
C6H9NO | OMol25 | the ωB97M-V functional and the def2-TZVPD basis
C 0.87 1.90 -0.05
C 0.15 -0.41 -0.12
C -0.75 -0.52 1.20
C -1.26 -1.05 -0.05
C 1.39 -0.97 -0.20
C 2.39 -1.58 -0.60
H 0.94 1.87 1.12
H 2.03 1.81 -0.42
H 0.36 3.01 -0.31
H -1.11 1.41 -0.48
H -0.90 0.52 1.54
H -0.48 -1.33 1.94
H -1.35 -2.23 -0.10
H -3.45 -1.14 -1.13
H 3.50 -1.92 -0.75
N -0.05 1.00 -0.70
O -2.28 -0.35 -0.88
```


Which of them is the least stable? Correct choice: *2*.


*1*
This record from OMol25 describes a cluster of 2 separate species, C6H9NO in total. The level of theory is the ωB97M-V functional and the def2-TZVPD basis.

HOMO level in eV: -9.41
Gap between HOMO and LUMO in eV: 9.913
Structure (SMILES): [H]/N=C\C(C)=O.C#CC
LUMO energy in eV: 0.50

The geometry in XYZ format:
```
17
C6H9NO | OMol25 | the ωB97M-V functional and the def2-TZVPD basis
H -1.47 -0.57 1.47
N -0.73 0.10 1.67
C -0.47 0.90 0.71
C -1.21 0.96 -0.63
C -1.89 -0.32 -1.06
O -1.34 2.00 -1.23
H 0.00 1.85 0.95
H -1.24 -1.18 -0.91
H -2.80 -0.47 -0.47
H -2.18 -0.25 -2.11
C 1.34 0.23 -1.22
C 1.63 -0.11 -0.09
C 2.20 -0.81 1.05
H 1.17 0.59 -2.19
H 3.06 -0.26 1.43
H 2.49 -1.82 0.78
H 1.44 -0.84 1.84
```


*2*
This record from OMol25 describes the molecule C6H9NO. The level of theory is the ωB97M-V functional and the def2-TZVPD basis.

HOMO level in eV: -9.03
Gap between HOMO and LUMO in eV: 9.786
Structure (SMILES): C[C@@H](O)CN=c1cc1
LUMO energy in eV: 0.75

The geometry in XYZ format:
```
17
C6H9NO | OMol25 | the ωB97M-V functional and the def2-TZVPD basis
C -2.22 -0.90 0.76
C -1.56 0.03 -0.29
O -1.23 1.31 0.21
C -0.27 -0.52 -0.86
N 0.76 -0.42 0.39
C 1.80 0.16 0.15
C 3.07 0.63 0.64
C 2.85 0.74 -0.67
H -1.39 -1.28 1.19
H -2.75 -0.41 1.53
H -2.81 -1.60 0.26
H -2.25 0.28 -1.06
H -0.46 1.35 0.67
H -0.47 -1.54 -1.20
H 0.12 0.06 -1.70
H 3.54 1.12 1.51
H 3.26 0.99 -1.54
```


*3*
This record from OMol25 describes the molecule C6H9NO. The level of theory is the ωB97M-V functional and the def2-TZVPD basis.

HOMO level in eV: -9.42
Gap between HOMO and LUMO in eV: 9.957
Structure (SMILES): C=NC(=O)/C(C)=C/C
LUMO energy in eV: 0.54

The geometry in XYZ format:
```
17
C6H9NO | OMol25 | the ωB97M-V functional and the def2-TZVPD basis
C 3.17 0.96 0.56
N 2.12 0.80 -0.11
C 1.33 -0.32 -0.30
O 1.84 -1.34 -0.71
C -0.16 -0.25 -0.13
C -0.68 -1.50 0.53
C -0.97 0.69 -0.62
C -2.46 0.68 -0.51
H 3.75 1.86 0.40
H 3.52 0.27 1.33
H -0.54 -1.45 1.61
H -0.13 -2.35 0.15
H -1.74 -1.64 0.33
H -0.53 1.56 -1.11
H -2.76 0.94 0.51
H -2.86 -0.31 -0.73
H -2.92 1.39 -1.19
```


Which of them is the least stable? Correct choice: *2*.